{
  "formula": "C4H16FN8O4",
  "method": "ωB97M-V/def2-TZVPD",
  "symbols": ["F", "C", "O", "N", "N", "H", "H", "H", "H", "C", "O", "N", "N", "H", "H", "H", "H", "C", "O", "N", "N", "H", "H", "H", "H", "C", "O", "N", "N", "H", "H", "H", "H"],
  "positions_angstrom": [[0.644, 1.052, -0.567], [3.180, 2.146, 0.498], [4.283, 2.495, 0.905], [2.832, 1.986, -0.801], [2.146, 1.868, 1.349], [1.886, 1.611, -0.957], [3.281, 2.573, -1.477], [2.245, 1.993, 2.339], [1.215, 1.703, 0.972], [0.727, -1.645, 2.285], [0.293, -2.693, 2.719], [1.876, -1.025, 2.695], [0.219, -0.887, 1.269], [2.189, -0.160, 2.283], [2.307, -1.259, 3.571], [-0.703, -1.092, 0.931], [0.608, -0.028, 0.890], [-3.313, 1.477, -0.433], [-2.770, 2.518, -0.720], [-4.640, 1.201, -0.753], [-2.686, 0.443, 0.205], [-5.149, 0.663, -0.076], [-5.110, 1.808, -1.395], [-3.211, -0.377, 0.439], [-1.716, 0.622, 0.414], [-0.385, -2.286, -2.510], [-1.169, -2.648, -3.378], [0.555, -3.150, -1.956], [-0.345, -1.029, -2.011], [1.156, -2.749, -1.256], [0.217, -4.083, -1.806], [-1.000, -0.340, -2.332], [0.338, -0.707, -1.337]],
  "nbo_charge": [-0.84, 0.77, -0.71, -0.88, -0.90, 0.44, 0.37, 0.38, 0.43, 0.78, -0.68, -0.87, -0.89, 0.41, 0.38, 0.38, 0.44, 0.77, -0.64, -0.88, -0.86, 0.38, 0.40, 0.39, 0.43, 0.77, -0.69, -0.86, -0.85, 0.38, 0.39, 0.41, 0.43],
  "charge": -1,
  "lumo_ev": 2.82
}


{
  "formula": "C3H8OSi",
  "method": "ωB97M-V/def2-TZVPD",
  "symbols": ["C", "C", "C", "O", "Si", "H", "H", "H", "H", "H", "H", "H", "H"],
  "positions_angstrom": [[2.709, -0.058, 0.040], [1.484, 0.186, -0.370], [-1.746, 0.029, 1.031], [0.693, -0.519, -1.240], [-1.446, -0.174, -0.839], [3.028, 0.690, 0.740], [3.120, -0.906, -0.366], [0.870, 1.079, -0.050], [-0.849, -0.525, 1.435], [-1.610, 1.002, 1.422], [-2.576, -0.478, 1.509], [-1.951, -1.284, -1.552], [-1.726, 0.958, -1.758]],
  "nbo_charge": [-0.56, 0.17, -1.13, -0.79, 1.35, 0.22, 0.21, 0.11, 0.27, 0.26, 0.26, -0.19, -0.18],
  "lumo_ev": 0.31,
  "smiles": "C=CO[SiH2]C"
}


{
  "formula": "CH5OPS3",
  "method": "ωB97M-V/def2-TZVPD",
  "symbols": ["C", "O", "P", "S", "S", "S", "H", "H", "H", "H", "H"],
  "positions_angstrom": [[2.900, 0.069, -0.016], [1.845, 0.008, 0.911], [0.523, -0.918, 0.878], [-4.757, 0.030, -0.164], [-2.773, 0.474, 0.131], [0.574, -2.011, -0.715], [2.834, 1.011, -0.561], [2.850, -0.767, -0.722], [3.836, 0.038, 0.543], [-4.897, 0.639, -1.350], [-2.935, 1.426, 1.065]],
  "nbo_charge": [-0.26, -0.81, 0.99, -0.12, -0.13, -0.50, 0.19, 0.20, 0.19, 0.13, 0.13],
  "lumo_ev": -0.69,
  "smiles": "COP=S.SS"
}


{
  "formula": "C4H10N2",
  "method": "ωB97M-V/def2-TZVPD",
  "symbols": ["C", "C", "C", "C", "N", "N", "H", "H", "H", "H", "H", "H", "H", "H", "H", "H"],
  "positions_angstrom": [[0.810, -1.305, -0.146], [0.145, -0.502, 1.038], [-0.606, 0.734, 0.495], [-0.157, 1.953, 0.765], [-1.610, 0.470, -0.466], [1.220, -0.478, -1.343], [0.053, -1.935, -0.630], [1.632, -1.919, 0.223], [-0.648, -1.075, 1.545], [0.910, -0.162, 1.714], [-0.572, 2.850, 0.308], [0.703, 2.086, 1.411], [-2.373, -0.089, -0.095], [-1.371, -0.049, -1.295], [1.070, -1.008, -2.184], [0.792, 0.430, -1.340]],
  "nbo_charge": [-0.22, -0.46, 0.17, -0.40, -0.88, -0.86, 0.17, 0.19, 0.21, 0.21, 0.21, 0.20, 0.36, 0.37, 0.36, 0.37],
  "lumo_ev": 0.99,
  "smiles": "C=C(N)CCN"
}


{
  "formula": "C5H8S",
  "method": "ωB97M-V/def2-TZVPD",
  "symbols": ["C", "C", "C", "C", "C", "S", "H", "H", "H", "H", "H", "H", "H", "H"],
  "positions_angstrom": [[-0.876, -2.269, -0.208], [-0.693, -1.131, 0.026], [-0.206, 1.184, 1.059], [0.010, 0.587, -1.433], [0.115, 0.138, 0.042], [1.881, -0.495, 0.306], [-1.234, -3.279, -0.324], [0.652, 1.808, 1.328], [-0.291, 0.696, 2.065], [-1.183, 1.624, 0.976], [-0.978, 0.686, -1.885], [0.725, 1.387, -1.694], [0.320, -0.385, -1.906], [1.756, -0.550, 1.648]],
  "nbo_charge": [-0.23, -0.03, -0.64, -0.62, -0.17, -0.03, 0.24, 0.24, 0.21, 0.23, 0.23, 0.22, 0.22, 0.12],
  "lumo_ev": [0.82, 0.87],
  "smiles": "C#CC(C)(C)S"
}


{
  "formula": "C51H45N4O6PSn",
  "method": "ωB97M-V/def2-TZVPD",
  "symbols": ["Sn", "O", "C", "C", "C", "C", "C", "C", "C", "O", "N", "N", "C", "C", "C", "C", "C", "C", "N", "H", "H", "H", "H", "H", "H", "H", "H", "H", "H", "O", "C", "C", "O", "O", "C", "C", "C", "C", "C", "C", "C", "C", "C", "C", "C", "C", "H", "H", "H", "H", "H", "H", "H", "H", "H", "H", "H", "C", "C", "C", "C", "C", "O", "C", "N", "C", "C", "C", "C", "C", "C", "P", "C", "C", "C", "C", "C", "C", "C", "C", "C", "C", "C", "C", "H", "H", "H", "H", "H", "H", "H", "H", "H", "H", "H", "H", "H", "H", "H", "H", "H", "H", "H", "H", "H", "H", "H", "H"],
  "positions_angstrom": [[-0.652, 0.818, 0.192], [-3.127, 5.341, 2.709], [-2.566, 5.761, 1.566], [-2.918, 7.022, 1.081], [-2.394, 7.494, -0.105], [-1.464, 6.746, -0.816], [-1.084, 5.515, -0.334], [-1.634, 4.997, 0.840], [-1.288, 3.618, 1.178], [-0.298, 3.068, 0.632], [-2.116, 3.003, 2.038], [-1.986, 1.693, 2.058], [-2.798, 0.968, 2.750], [-2.626, -0.457, 2.743], [-3.502, -1.310, 3.430], [-3.240, -2.663, 3.452], [-2.124, -3.147, 2.777], [-1.330, -2.240, 2.095], [-1.563, -0.940, 2.082], [-2.897, 4.390, 2.821], [-3.628, 7.606, 1.647], [-2.733, 8.440, -0.500], [-1.055, 7.125, -1.740], [-0.374, 4.896, -0.862], [-3.596, 1.405, 3.348], [-4.364, -0.897, 3.928], [-3.891, -3.334, 3.991], [-1.871, -4.195, 2.782], [-0.454, -2.556, 1.543], [-2.462, -0.824, -0.860], [-3.569, -0.243, -1.584], [-3.464, 1.321, -1.477], [-4.299, 1.976, -2.064], [-2.478, 1.771, -0.823], [-3.334, -0.533, -3.056], [-2.160, 0.150, -3.565], [-1.438, -0.417, -4.781], [-2.131, -1.527, -5.426], [-3.376, -1.887, -5.054], [-3.981, -1.423, -3.840], [-4.843, -0.798, -0.997], [-4.983, -2.185, -0.941], [-6.091, -2.761, -0.349], [-7.063, -1.953, 0.217], [-6.915, -0.577, 0.193], [-5.816, 0.004, -0.417], [-2.749, -1.678, -0.517], [-1.543, 0.594, -2.798], [0.423, 0.066, -5.714], [-1.616, -2.047, -6.223], [-3.894, -2.667, -5.596], [-4.902, -1.894, -3.532], [-4.221, -2.819, -1.382], [-6.192, -3.837, -0.323], [-7.936, -2.395, 0.669], [-7.655, 0.055, 0.659], [-5.726, 1.078, -0.450], [3.138, 2.698, 1.147], [3.163, 1.615, 2.221], [1.895, 1.664, 3.069], [3.396, 0.208, 1.611], [4.895, -0.208, 1.649], [5.227, -0.464, 0.298], [4.104, -0.250, -0.433], [3.058, 0.098, 0.201], [4.257, -0.471, -1.870], [5.554, -0.582, -2.376], [5.775, -0.836, -3.716], [4.698, -0.995, -4.572], [3.411, -0.875, -4.083], [3.170, -0.605, -2.739], [1.439, -0.446, -2.131], [0.958, -2.210, -2.229], [-0.377, -2.539, -2.447], [-0.805, -3.850, -2.370], [0.088, -4.854, -2.036], [1.416, -4.535, -1.803], [1.854, -3.227, -1.910], [0.658, 0.322, -3.610], [0.088, -0.420, -4.788], [-2.148, 0.924, -4.870], [-1.410, 2.180, -4.967], [-0.260, 2.509, -4.357], [0.496, 1.653, -3.478], [3.030, 3.675, 1.612], [2.299, 2.534, 0.472], [4.062, 2.693, 0.570], [4.004, 1.822, 2.898], [1.019, 1.409, 2.471], [1.761, 2.667, 3.471], [1.961, 0.969, 3.904], [2.776, -0.508, 2.161], [5.076, -1.113, 2.235], [5.547, 0.589, 2.020], [6.388, -0.461, -1.703], [6.785, -0.913, -4.090], [4.860, -1.208, -5.619], [2.578, -0.988, -4.758], [-1.090, -1.764, -2.662], [-1.840, -4.086, -2.574], [-0.252, -5.875, -1.947], [2.118, -5.312, -1.539], [2.896, -2.992, -1.734], [0.422, -1.462, -4.782], [-3.077, 0.896, -5.424], [-1.908, 2.927, -5.569], [0.095, 3.526, -4.447], [0.979, 2.149, -2.637]],
  "mulliken_charge": [1.90, -0.67, 0.60, -0.68, -0.35, -0.89, -0.65, 0.22, 0.37, -0.10, -0.95, 0.72, -1.16, 1.01, -1.06, -0.40, -0.87, -0.35, 0.02, 0.54, 0.44, 0.38, 0.42, 0.44, 0.32, 0.48, 0.45, 0.47, 0.55, 0.72, 2.92, -1.00, -0.72, -0.48, 0.16, -0.26, 1.46, -1.21, -1.31, -0.37, -0.49, -0.17, -1.18, -0.60, -0.91, -0.64, 0.08, -0.10, 0.67, 0.49, 0.42, 0.72, 0.35, 0.43, 0.43, 0.47, 0.59, -1.42, 0.62, -1.85, -0.06, -0.78, -0.46, 0.67, -0.01, 0.23, -0.95, -0.76, -0.87, -0.72, 0.24, 1.66, -0.37, 1.03, -0.34, -1.18, -0.69, -1.25, 0.79, -1.80, 0.09, -1.60, -1.23, -0.16, 0.51, 0.05, 0.39, 0.35, 0.35, 0.47, 0.46, 0.37, 0.31, 0.35, 0.53, 0.39, 0.49, 0.30, -0.29, 0.48, 0.41, 0.45, 0.44, 0.84, 0.53, 0.39, 0.49, 0.46],
  "lumo_ev": -0.65
}


The calculation returns the following energy relative to the best compared isomer or geometry (same formula, charge and spin) values, one per record and in order: 63.9; 238.4; 0.0; 145.9; 245.7; 239.6 kJ/mol.